(1)
{
  "formula": "C8H32BF6NO12S2V",
  "method": "ωB97M-V with the def2-TZVPD basis set",
  "relative_energy_ev": 3.666,
  "gap_ev": [2.240, 4.342],
  "total_charge": 1,
  "s2": 2.162,
  "e_homo_ev": [-11.827, -11.837],
  "multiplicity": 3,
  "total_energy_ev": -99202.1731,
  "symbols": ["V", "S", "S", "F", "F", "F", "F", "F", "F", "O", "O", "O", "O", "O", "O", "O", "O", "O", "O", "O", "O", "N", "C", "C", "C", "C", "C", "C", "C", "C", "B", "H", "H", "H", "H", "H", "H", "H", "H", "H", "H", "H", "H", "H", "H", "H", "H", "H", "H", "H", "H", "H", "H", "H", "H", "H", "H", "H", "H", "H", "H", "H", "H"],
  "xyz": [[13.71039, -26.82779, 8.90658], [14.77227, -24.63677, 11.24192], [16.39630, -24.79823, 9.63673], [13.30292, -25.03690, 11.72262], [11.36872, -23.66333, 7.66862], [12.20363, -25.42247, 8.74175], [10.72097, -23.87438, 9.77027], [10.04951, -25.38184, 8.20603], [16.68808, -25.56077, 8.24308], [12.57047, -27.51279, 10.73678], [19.17546, -21.44964, 8.63255], [14.52895, -23.20682, 11.00694], [21.24557, -25.69580, 6.83571], [13.30940, -27.53880, 13.70366], [14.49919, -26.05543, 6.98567], [12.35174, -21.09812, 14.57102], [16.40019, -23.52972, 8.95809], [17.49090, -25.14878, 10.54583], [17.74474, -21.39832, 11.27126], [18.82704, -25.56603, 13.08610], [15.50009, -25.07862, 12.40675], [14.76790, -25.54929, 9.95467], [19.79715, -22.68071, 8.38333], [12.74514, -26.51776, 14.52443], [11.20147, -27.57047, 10.68128], [18.41716, -22.04990, 12.39136], [18.38940, -26.87101, 13.06917], [20.08621, -26.50237, 7.08790], [14.16280, -24.71274, 6.50459], [13.42335, -21.03661, 13.70406], [11.08027, -24.61926, 8.62915], [17.86363, -20.44978, 11.35921], [14.01223, -28.00210, 14.16516], [13.74927, -21.89176, 13.11196], [19.74666, -26.88271, 6.12450], [19.94033, -22.87850, 7.32103], [14.92205, -24.45384, 5.76661], [19.20779, -25.92164, 7.36937], [12.65316, -26.96736, 15.51312], [18.72016, -27.35692, 12.15125], [11.64224, -21.46793, 14.04050], [18.65530, -21.68918, 9.40303], [12.74395, -27.30190, 11.65712], [19.49631, -21.89866, 12.41695], [21.60529, -26.17923, 6.08838], [10.88042, -26.53014, 10.73365], [14.39264, -20.98596, 14.20004], [14.92211, -26.33014, 6.16880], [10.63716, -27.96587, 11.52585], [13.14041, -24.88135, 6.16639], [14.22108, -23.96342, 7.29403], [11.81962, -26.15433, 14.07786], [10.76261, -28.07558, 9.82084], [17.30351, -26.94554, 13.01081], [13.45957, -25.69839, 14.60400], [18.09694, -21.56712, 13.31466], [19.08947, -23.44909, 8.69460], [18.86374, -27.34247, 13.92989], [20.27870, -27.36750, 7.72240], [13.42363, -20.15521, 13.06278], [20.78832, -22.86322, 8.79851], [18.13218, -23.08431, 12.58344], [18.49935, -25.04511, 12.34930]]
}

***

(2)
{
  "formula": "C6H14N2O2",
  "method": "ωB97M-V with the def2-TZVPD basis set",
  "relative_energy_ev": 0.808,
  "gap_ev": 10.234,
  "smiles": "CNC(C)=O.CNC(C)=O",
  "e_homo_ev": -9.631,
  "total_energy_ev": -13524.8163,
  "symbols": ["O", "O", "N", "N", "C", "C", "C", "C", "C", "C", "H", "H", "H", "H", "H", "H", "H", "H", "H", "H", "H", "H", "H", "H"],
  "xyz": [[3.20364, 1.05153, 0.31503], [-3.37459, -1.06234, 0.12498], [-2.06113, 0.74736, -0.13284], [1.82309, -0.73646, 0.12051], [-1.46358, -0.84885, 1.57047], [1.78157, 1.04873, -1.57785], [2.36248, 0.45308, -0.32172], [-2.83486, 1.23922, -1.26771], [-2.43506, -0.39828, 0.51628], [2.50544, -1.37526, 1.24709], [2.04142, 2.09669, -1.55882], [-2.22941, 1.96153, -1.80496], [0.73356, 0.77741, -1.75579], [2.27342, 0.58403, -2.44510], [2.31379, -2.44546, 1.19483], [-3.03314, 0.38636, -1.91311], [3.55948, -1.13478, 1.27333], [-3.80901, 1.62802, -0.97702], [-0.44947, -0.67816, 1.19726], [2.03473, -1.03966, 2.16914], [-1.57340, -0.36309, 2.53917], [-1.48819, -1.92372, 1.73377], [-1.51719, 1.41826, 0.38319], [1.63640, -1.38616, -0.63014]]
}

***

(3)
{
  "formula": "C2H4N2O2S",
  "method": "ωB97M-V with the def2-TZVPD basis set",
  "relative_energy_ev": 2.048,
  "gap_ev": 9.104,
  "smiles": "N/C(=N/O)C(=O)S",
  "e_homo_ev": -8.824,
  "total_energy_ev": -20047.4353,
  "symbols": ["S", "O", "O", "N", "N", "C", "C", "H", "H", "H", "H"],
  "xyz": [[-1.37484, 1.63717, -0.72575], [-1.21274, 0.38658, 1.59576], [0.59714, 0.34931, -1.95774], [1.34163, -1.33837, -0.00496], [-0.36735, -0.65136, 1.30455], [-0.03828, 0.46513, -0.95668], [0.29385, -0.48780, 0.22801], [-1.70576, 0.07147, 2.36953], [1.88628, -1.12720, -0.81817], [-1.17306, 2.33081, -1.89290], [1.75311, -1.63573, 0.85834]]
}

***

(4)
{
  "formula": "C6H12N2",
  "method": "ωB97M-V with the def2-TZVPD basis set",
  "relative_energy_ev": 5.369,
  "gap_ev": 9.309,
  "smiles": "C1C[C@@H]2CNC[C@@H]1N2",
  "e_homo_ev": -8.288,
  "total_energy_ev": -9391.4809,
  "symbols": ["N", "N", "C", "C", "C", "C", "C", "C", "H", "H", "H", "H", "H", "H", "H", "H", "H", "H", "H", "H"],
  "xyz": [[0.27177, 1.88672, 0.00570], [-0.74305, -0.11804, 1.04064], [0.66395, -1.75418, 0.36746], [1.29326, 1.04759, 1.06427], [0.66043, -0.33925, 0.71742], [-1.30146, -0.25679, -0.24981], [-0.55502, -1.57651, -0.72884], [-0.73370, 1.08919, -0.84901], [1.37075, 1.50886, 2.03230], [0.42569, -2.39622, 1.21505], [0.70026, 2.66113, -0.61754], [-1.53957, 1.92266, -0.93131], [-1.30168, -2.46025, -0.56164], [1.56581, -2.14246, -0.01407], [-0.35055, 0.87944, -1.92873], [0.88756, -0.11027, -0.36760], [2.26598, 1.17322, 0.56937], [-0.17441, -1.54227, -1.78134], [-2.43356, -0.25873, -0.27444], [-0.97245, 0.78616, 1.29211]]
}

***

(5)
{
  "formula": "C21H20ClN5OS",
  "method": "ωB97M-V with the def2-TZVPD basis set",
  "relative_energy_ev": 0.399,
  "gap_ev": 8.384,
  "smiles": "CCN1c2ncc(CSc3ccnc(C)c3)cc2C(=O)Nc2c(C)cc(Cl)nc21",
  "e_homo_ev": -8.513,
  "total_energy_ev": -54957.6908,
  "symbols": ["Cl", "S", "O", "N", "N", "N", "N", "N", "C", "C", "C", "C", "C", "C", "C", "C", "C", "C", "C", "C", "C", "C", "C", "C", "C", "C", "C", "C", "C", "H", "H", "H", "H", "H", "H", "H", "H", "H", "H", "H", "H", "H", "H", "H", "H", "H", "H", "H", "H"],
  "xyz": [[-5.48215, 2.79023, -2.96741], [2.74762, -3.35466, 0.08652], [2.08666, 1.29370, -2.45880], [2.40084, -2.76547, 4.60494], [-1.40561, 1.64598, -0.26809], [0.39531, 2.57033, -2.23562], [-3.21797, 2.20928, -1.60222], [-1.31166, -0.61888, 0.26564], [-0.60320, 3.84821, -4.63498], [0.39573, -2.09931, -0.51092], [1.00865, -3.50562, -0.49302], [2.56816, -3.12547, 1.83236], [2.83005, -1.89701, 2.41764], [-1.91034, 2.05719, 1.07452], [-1.52189, 3.28597, -3.54406], [0.99966, -1.03998, -1.21078], [-2.91943, 3.28991, -3.70328], [-1.89035, 2.19992, -1.42271], [0.38150, 0.24629, -1.19385], [2.16698, -4.16266, 2.67021], [-0.99725, 2.71448, -2.39814], [1.81948, -5.12088, 4.93389], [-0.73015, -1.83307, 0.23292], [0.99654, 1.37175, -1.89506], [2.13246, -3.93942, 4.04930], [-1.70131, 3.58743, 1.33028], [2.69140, -1.74980, 3.79032], [-0.78050, 0.40468, -0.42388], [-3.75035, 2.72853, -2.73153], [-3.35224, 3.74828, -4.57240], [0.42353, -4.16957, 0.15265], [-0.69548, 3.90651, 0.96318], [2.82630, -0.75967, 4.22642], [-2.91469, 1.72451, 1.23606], [2.50875, -5.93318, 4.79071], [-2.40093, 4.17022, 0.69552], [1.82753, -4.85003, 5.99318], [3.05037, -1.04101, 1.81921], [0.82623, -5.50351, 4.66162], [0.97100, -3.91335, -1.51048], [-1.19344, -2.68220, 0.72946], [-1.33157, 1.50378, 1.84690], [1.05136, 3.15815, -2.71979], [0.16003, 3.16534, -4.96804], [-1.19422, 4.16830, -5.49014], [1.90366, -1.18836, -1.80115], [2.00557, -5.14483, 2.26876], [-0.07431, 4.72196, -4.26859], [-1.79631, 3.88703, 2.35272]]
}

***

(6)
{
  "formula": "C23H35N3O3",
  "method": "ωB97M-V with the def2-TZVPD basis set",
  "relative_energy_ev": 1.075,
  "gap_ev": 9.640,
  "smiles": "CC1(C)C[C@@H](C(=O)N2CCCCC(C)(C)C2)CN(C(=O)c2ncoc2C2CC2)C1",
  "e_homo_ev": -8.954,
  "total_energy_ev": -35032.7209,
  "symbols": ["O", "O", "O", "N", "N", "N", "C", "C", "C", "C", "C", "C", "C", "C", "C", "C", "C", "C", "C", "C", "C", "C", "C", "C", "C", "C", "C", "C", "C", "H", "H", "H", "H", "H", "H", "H", "H", "H", "H", "H", "H", "H", "H", "H", "H", "H", "H", "H", "H", "H", "H", "H", "H", "H", "H", "H", "H", "H", "H", "H", "H", "H", "H", "H"],
  "xyz": [[-5.88133, -1.10916, -1.36638], [-1.86198, 0.66320, -1.93974], [2.65676, -0.90835, 1.02565], [-4.65066, 0.63328, -0.78701], [2.36000, 0.80919, -0.41971], [-1.57011, -1.19546, -0.68955], [-4.29279, -2.80523, -2.06337], [3.79525, 0.97694, -0.57758], [-1.80388, -2.49738, 2.84218], [3.80289, 3.28895, 0.53586], [0.00134, -1.21292, 1.68623], [-3.18765, -2.99467, -3.05837], [-1.51895, -1.47056, 1.75303], [-2.34202, -0.25734, -1.29378], [1.27646, 3.03566, 0.07540], [4.70863, 1.28907, 1.74798], [0.39198, -0.37382, 0.47791], [-0.12977, -1.05749, -0.78330], [-2.28652, -0.18830, 2.05012], [-4.57375, -1.46867, -1.54435], [-3.82351, -0.40478, -1.18485], [-4.61128, -3.11909, -3.49850], [1.53442, 1.90582, -0.92392], [1.90158, -0.17462, 0.40610], [2.38163, 3.27205, 1.10018], [-5.83424, 0.16032, -0.90993], [5.88930, 2.19880, -0.22984], [-1.96894, -2.05486, 0.41066], [4.51058, 1.93645, 0.37827], [4.25929, -0.00709, -0.48401], [-1.46887, -3.01979, 0.25832], [2.18642, 4.23609, 1.57617], [-1.46685, -2.13534, 3.81575], [4.42820, 3.89188, 1.20154], [0.32159, -0.72091, 2.60625], [5.80837, 2.67496, -1.21065], [0.57280, 1.53242, -1.27338], [2.02367, 2.28071, -1.82349], [0.34018, 2.84267, 0.60703], [0.12563, -0.53483, -1.69746], [-6.77420, 0.63745, -0.69437], [3.76800, 1.08201, 2.25506], [6.44868, 1.26796, -0.35321], [-2.58648, -3.88805, -2.97751], [1.10123, 3.95299, -0.49417], [0.51763, -2.17413, 1.62630], [-2.63072, -2.12343, -3.37155], [6.47654, 2.85638, 0.41414], [-1.98475, 0.21925, 3.01780], [-2.12185, 0.58509, 1.29838], [-5.00580, -4.09826, -3.72457], [-1.28863, -3.43918, 2.64026], [3.79981, 3.81827, -0.42682], [5.22847, 0.33492, 1.65299], [2.30790, 2.53336, 1.90283], [-3.03854, -2.25218, 0.39445], [-5.02816, -2.32994, -4.10656], [-0.07299, 0.61176, 0.56785], [-3.36286, -0.37662, 2.08802], [5.30450, 1.94384, 2.39041], [-2.87495, -2.70539, 2.91926], [-4.45300, -3.60624, -1.35025], [0.30372, -2.06194, -0.85235], [3.96257, 1.29422, -1.61188]]
}